1.
{"formula": "C8H17AgF2O3V", "method": "ωB97M-V/def2-TZVPD", "species": ["Ag", "V", "C", "C", "O", "H", "H", "H", "H", "H", "F", "F", "C", "C", "O", "C", "H", "H", "H", "H", "H", "H", "C", "C", "O", "C", "H", "H", "H", "H", "H", "H"], "coordinates": [[2.509670, 2.570627, 1.551275], [-1.351789, 0.932418, 2.605386], [-3.298860, 2.034775, -0.931124], [-2.958441, 2.917100, 0.272243], [-2.332857, 2.431016, 1.375536], [-2.472592, 1.539519, -1.440018], [-3.698796, 2.727271, -1.672154], [-4.060110, 1.329987, -0.596089], [-3.911686, 3.408749, 0.511294], [-2.322093, 3.726554, -0.130923], [0.447280, 1.589498, 1.612504], [-0.000484, -0.354950, 3.478653], [-2.564313, -2.334166, 0.015852], [-1.532816, -1.247961, 0.042811], [-1.549916, -0.504185, 1.028532], [-0.526389, -1.129256, -1.055583], [-3.453433, -2.130244, 0.606634], [-2.111685, -3.215569, 0.487263], [-2.735987, -2.727009, -0.986061], [0.418142, -0.840875, -0.594049], [-0.870272, -0.336963, -1.726248], [-0.344680, -1.978804, -1.710692], [4.545569, -1.221362, 0.753886], [3.549034, -0.374686, -0.019076], [2.992004, 0.593139, 0.485784], [3.305332, -0.728887, -1.420330], [4.220701, -2.263077, 0.795955], [4.598412, -0.991421, 1.817345], [5.514637, -1.122839, 0.266199], [4.250425, -0.496742, -1.926074], [2.620497, -0.018058, -1.880419], [3.125486, -1.783591, -1.618322]], "atomic_forces_ev_per_a": [[0.2, -0.4, -0.1], [6.3, -2.9, -2.7], [0.3, 0.0, 0.5], [-0.2, -1.0, -1.2], [-0.1, -0.5, 0.6], [0.1, -0.1, 0.4], [-0.3, -0.1, 0.0], [0.0, -0.2, -0.4], [0.2, 0.6, 0.8], [0.3, 0.6, 0.4], [-3.0, -0.2, 1.5], [-3.5, 2.9, -1.5], [0.6, -0.5, -0.3], [-0.9, -1.4, 0.0], [0.0, 1.7, 1.3], [0.4, 0.5, 0.4], [0.0, 0.2, -0.3], [0.3, 0.1, 0.3], [-0.4, 0.4, -0.1], [0.0, 0.3, -0.1], [0.1, 0.2, 0.1], [-0.5, -0.4, 0.4], [-0.7, 0.0, 0.3], [0.3, -0.4, 1.4], [0.1, 0.2, -0.1], [0.6, 0.6, -1.1], [0.1, -0.1, -0.7], [0.1, 0.7, -0.2], [0.1, -0.3, 0.1], [0.2, -0.2, 0.0], [-0.4, -0.4, 0.1], [-0.2, 0.1, 0.1]], "lowdin_spin": [-0.003, 2.035, 0.021, 0.144, 0.700, 0.003, -0.001, 0.007, 0.044, 0.084, -0.007, -0.059, 0.002, 0.006, 0.021, 0.003, 0.000, 0.000, 0.000, 0.000, 0.000, 0.000, 0.000, 0.000, -0.001, 0.000, 0.000, 0.000, 0.000, 0.000, 0.000, 0.000], "homo_energy_ev": [-15.9, -15.9], "homo_lumo_gap_ev": [5.747, 5.160], "multiplicity": 4, "charge": 2}


2.
{"formula": "C8H17Br6O4P", "method": "ωB97M-V/def2-TZVPD", "species": ["C", "C", "O", "P", "O", "O", "C", "C", "O", "C", "C", "H", "H", "H", "H", "H", "H", "H", "H", "H", "H", "H", "H", "H", "H", "H", "Br", "C", "Br", "Br", "H", "Br", "C", "Br", "Br", "H"], "coordinates": [[-4.369202, 1.100010, 2.997194], [-3.719602, 0.792080, 1.681234], [-2.753842, 1.773310, 1.278364], [-2.457432, 1.916470, -0.317306], [-3.662262, 2.012310, -1.160996], [-1.370592, 3.178910, -0.391606], [-0.108042, 2.951540, 0.291664], [-0.178132, 3.162660, 1.842884], [-1.553552, 0.576840, -0.719146], [-1.289262, 0.252600, -2.052746], [0.231958, 0.290170, -2.049576], [-3.684452, 1.085560, 3.845134], [-4.711492, 2.134780, 3.010514], [-5.248952, 0.481390, 3.174534], [-3.374332, -0.241580, 1.660544], [-4.570502, 0.801580, 1.000074], [0.346518, 1.997940, 0.023114], [0.645518, 3.658280, -0.055836], [-0.652892, 2.389660, 2.447174], [0.763578, 3.392680, 2.341264], [-0.797892, 4.024020, 2.091984], [-1.653642, -0.729900, -2.352756], [-1.590672, 0.992180, -2.794556], [0.696888, -0.376780, -1.323546], [0.542648, -0.025970, -3.045376], [0.618298, 1.309370, -2.058016], [6.005378, -7.078230, -2.217346], [4.491948, -6.663390, -1.060886], [4.721758, -4.925000, -0.112596], [4.120548, -8.087780, 0.349724], [3.619868, -6.582210, -1.709716], [6.086088, -1.056150, -0.584316], [4.126668, -1.271130, -0.928466], [3.754688, -0.855930, -2.841506], [3.119598, -0.094560, 0.378164], [3.854788, -2.285720, -0.637266]], "atomic_forces_ev_per_a": [[0.5, 1.2, 0.9], [-1.7, -0.6, -0.4], [0.7, -0.3, -1.3], [0.9, -0.5, -0.4], [1.0, 0.5, 0.5], [-1.0, -2.1, 0.6], [0.8, 0.3, 1.6], [-0.7, 0.2, 0.1], [-2.6, 1.9, 2.4], [2.2, 0.4, -0.6], [0.2, -0.5, -2.1], [0.1, -0.5, 0.1], [-0.2, 0.1, -0.3], [0.3, -0.2, 0.0], [0.8, 0.2, 0.0], [0.3, 0.1, -0.6], [-0.5, -0.3, 0.1], [-0.6, 0.4, -0.4], [0.1, -0.5, -0.5], [0.4, -0.2, -0.6], [-0.1, 0.3, -0.4], [-0.3, 0.0, 0.4], [-0.7, 0.1, 0.3], [-0.1, 0.3, 0.1], [0.3, -0.5, -0.2], [-0.1, 0.0, 0.7], [-0.6, 0.1, 0.7], [0.1, -0.1, 1.0], [0.0, -1.0, -0.6], [0.4, 1.1, -1.4], [0.2, -0.1, 0.4], [-1.3, -0.2, -0.2], [0.5, 1.2, 0.3], [0.1, -0.4, 1.6], [0.7, -0.8, -1.1], [0.0, 0.2, -0.5]], "nbo_charge": [-0.626, -0.076, -0.805, 2.540, -1.078, -0.782, -0.085, -0.655, -0.820, -0.066, -0.626, 0.206, 0.217, 0.223, 0.183, 0.195, 0.196, 0.194, 0.221, 0.216, 0.220, 0.183, 0.192, 0.216, 0.203, 0.209, 0.109, -0.439, 0.055, 0.058, 0.221, 0.069, -0.428, 0.092, 0.049, 0.219], "relative_energy_kj_mol": 134.2, "smiles": "CCOP(=O)(OCC)OCC.BrC(Br)Br.BrC(Br)Br", "homo_energy_ev": -10.5, "homo_lumo_gap_ev": 9.648}


3.
{"formula": "C8H17BrNO7S3", "method": "ωB97M-V/def2-TZVPD", "species": ["C", "C", "S", "O", "O", "N", "S", "O", "O", "C", "Br", "C", "C", "H", "H", "H", "H", "H", "H", "H", "H", "H", "O", "S", "O", "O", "C", "C", "C", "H", "H", "H", "H", "H", "H", "H", "H"], "coordinates": [[5.294862, -2.103603, 0.729959], [5.444103, -1.816549, -0.546674], [4.077555, -1.374770, -1.582373], [4.390084, -1.869061, -2.893206], [2.903699, -2.022020, -1.041634], [3.970837, 0.225130, -1.724410], [3.730452, 1.063830, -0.356756], [3.856796, 2.443835, -0.708505], [4.591011, 0.744309, 0.755227], [2.031546, 0.918476, 0.276450], [0.708469, 1.044531, -1.152504], [1.835914, -0.284862, 1.233484], [0.646931, -1.183688, 0.962927], [4.519917, -2.768694, 1.081056], [5.956078, -1.606544, 1.431029], [6.424226, -1.861247, -0.999047], [1.883495, 1.814169, 0.859741], [1.796966, 0.066544, 2.262331], [2.725753, -0.900184, 1.168771], [0.653721, -2.049998, 1.622829], [0.651162, -1.579827, -0.043302], [-0.309959, -0.676754, 1.076040], [-3.198412, 2.518981, 0.040297], [-3.578969, 1.202323, 0.441507], [-2.900002, 0.052089, -0.055602], [-5.147630, 1.025167, 0.189285], [-5.639974, 1.265644, -1.140979], [-5.280873, 0.151075, -2.105009], [-3.620442, 1.112484, 2.198734], [-5.281079, 2.231704, -1.501161], [-6.722888, 1.335697, -1.049506], [-4.205031, 0.093898, -2.262493], [-5.754727, 0.320801, -3.072666], [-5.604045, -0.813622, -1.713257], [-4.168412, 1.967534, 2.585215], [-2.588644, 1.134871, 2.543145], [-4.092490, 0.178331, 2.491059]], "atomic_forces_ev_per_a": [[0.0, -0.2, 0.9], [-0.1, 0.1, -0.9], [-0.6, -1.8, -1.7], [0.7, 0.1, -0.9], [-0.4, 0.4, 1.1], [0.1, -0.7, 2.0], [0.8, 1.1, -0.8], [-0.5, 1.0, -0.8], [-0.2, -1.1, 0.6], [-0.4, -0.9, 0.4], [0.3, 0.1, 0.1], [0.1, -0.4, -0.4], [-0.5, -0.2, -0.1], [-1.0, 1.1, 0.3], [0.9, -1.2, 0.2], [0.2, 1.6, -0.1], [0.2, 0.4, -0.2], [0.0, 0.3, 0.1], [0.2, -0.1, 0.0], [0.1, 0.0, 0.2], [0.2, 0.0, -0.2], [-0.1, 0.1, 0.1], [0.0, 0.1, -0.2], [-0.2, -0.1, 0.3], [0.1, 0.0, -0.2], [-0.1, 0.0, 0.2], [-0.1, 0.0, -0.6], [0.2, -0.1, 0.1], [-0.1, 0.0, 0.1], [0.1, 0.0, 0.1], [0.0, 0.0, 0.3], [0.0, 0.0, 0.0], [-0.1, 0.0, 0.0], [-0.1, 0.0, 0.0], [0.0, 0.0, 0.0], [0.0, 0.0, -0.1], [0.0, 0.0, 0.0]], "nbo_charge": [-0.351, -0.483, 2.277, -0.997, -1.008, -1.151, 2.284, -0.989, -0.991, -0.502, 0.021, -0.439, -0.611, 0.204, 0.205, 0.220, 0.238, 0.194, 0.245, 0.196, 0.243, 0.195, -0.932, 2.387, -0.921, -0.728, -0.075, -0.642, -0.889, 0.198, 0.187, 0.238, 0.212, 0.214, 0.244, 0.260, 0.249], "homo_energy_ev": -5.6, "homo_lumo_gap_ev": 7.654, "charge": -1}


4.
{"formula": "C8H17Cl3GeN2O7P2PdSSe", "method": "ωB97M-V/def2-TZVPD", "species": ["Pd", "O", "P", "O", "O", "O", "P", "O", "O", "O", "H", "H", "S", "C", "N", "C", "Ge", "C", "C", "C", "Se", "C", "H", "H", "H", "H", "H", "H", "H", "H", "H", "H", "H", "H", "H", "H", "Cl", "C", "Cl", "Cl", "C", "N", "H"], "coordinates": [[-0.357549, 1.816174, 0.207512], [0.910551, 3.154474, 3.894112], [-0.006949, 3.211474, 2.564912], [-1.072149, 4.188174, 3.023412], [-0.350049, 1.816174, 2.143812], [0.982551, 3.957874, 1.559812], [2.052351, 3.153774, 0.692112], [2.088451, 4.136274, -0.600888], [3.456651, 3.404974, 1.199612], [1.577851, 1.816174, 0.215012], [0.556351, 3.915274, 4.381712], [2.936051, 4.577974, -0.421788], [-0.357549, 6.656774, 0.207512], [-0.357549, 5.066474, 0.207512], [-0.357549, 3.813174, 0.207512], [-0.090849, -3.575526, -2.167988], [-0.519649, -3.840726, -0.290488], [1.121651, -4.125226, 0.711712], [-1.658549, -5.404626, -0.108288], [-1.465249, -2.283526, 0.393712], [-0.357549, -0.687126, 0.207512], [0.155251, -0.680226, 2.087112], [0.436751, -4.471126, -2.555288], [0.562451, -2.685726, -2.276388], [-1.027449, -3.419926, -2.741388], [1.642851, -5.021426, 0.317312], [0.877651, -4.279826, 1.782612], [1.779551, -3.238726, 0.604312], [-1.126549, -6.295726, -0.499988], [-2.593949, -5.248426, -0.683588], [-1.903149, -5.559626, 0.962512], [-1.741849, -2.450726, 1.454912], [-2.408849, -2.131826, -0.168988], [0.617751, -1.649226, 2.364712], [-0.724449, -0.452426, 2.723712], [0.915451, 0.112874, 2.239912], [-1.440649, 3.099074, -4.989688], [-0.357149, 1.814274, -4.395588], [-0.928349, 0.232874, -4.987588], [1.297651, 2.109674, -4.988588], [-0.357349, 1.815374, -2.924788], [-0.357549, 1.816174, -1.760788], [-2.049349, 1.816174, 0.207512]], "atomic_forces_ev_per_a": [[-3.2, -2.6, -0.4], [0.4, -0.7, -0.5], [-3.1, 3.7, 6.9], [1.0, -1.4, -1.9], [0.2, -0.1, 2.2], [2.4, -0.9, 2.2], [7.3, 3.1, -1.6], [-0.3, 0.0, -0.2], [-2.2, -1.5, 0.5], [2.8, -0.5, 0.0], [0.2, -0.2, 0.1], [-0.1, 0.0, -0.4], [0.0, -1.7, 0.0], [-1.2, -2.0, -1.0], [-2.7, 7.3, -2.2], [0.0, 0.2, -0.4], [0.4, -0.6, -0.3], [0.3, 0.1, 0.3], [-0.4, -0.3, 0.1], [-1.2, 0.1, 0.1], [0.1, -1.6, 0.9], [0.9, -0.3, 0.9], [-0.3, 0.6, 0.1], [-0.3, -0.5, -0.1], [0.6, -0.1, 0.2], [-0.2, 0.5, 0.3], [0.3, 0.0, -0.6], [-0.2, -0.6, 0.1], [-0.4, 0.5, 0.3], [0.5, -0.2, 0.4], [0.0, -0.1, -0.6], [0.2, 0.4, -0.6], [0.5, 0.0, 0.3], [-0.5, 0.4, -0.4], [0.6, -0.2, -0.6], [-0.6, -0.7, -0.2], [0.2, -0.3, 0.3], [0.1, 0.1, -0.6], [0.1, 0.3, 0.3], [-0.4, -0.1, 0.3], [0.0, 0.0, 2.3], [0.1, -0.2, -6.1], [-2.0, 0.1, -0.5]], "lowdin_spin": [1.571, 0.015, 0.022, 0.006, 0.189, 0.185, 0.015, -0.001, 0.036, 0.177, 0.001, 0.000, 0.301, 0.057, 0.534, 0.001, 0.015, 0.002, 0.008, 0.070, 0.293, 0.010, 0.000, 0.001, 0.000, 0.000, 0.000, 0.002, 0.001, 0.000, 0.000, 0.001, 0.004, 0.003, 0.003, 0.000, -0.001, 0.000, -0.001, -0.002, -0.004, 0.089, 0.398], "homo_energy_ev": [-7.2, -9.3], "homo_lumo_gap_ev": [6.679, 5.469], "multiplicity": 5}


5.
{"formula": "C8H17ClI2O2PTm", "method": "ωB97M-V/def2-TZVPD", "species": ["I", "I", "Tm", "P", "C", "C", "H", "H", "H", "C", "H", "H", "H", "H", "H", "H", "C", "O", "Cl", "C", "C", "C", "O", "C", "H", "H", "H", "H", "H", "H", "H", "H"], "coordinates": [[-2.987614, 3.337132, 2.652726], [-1.676575, 1.635474, 4.363521], [-0.121026, -0.077754, 0.041002], [1.724159, 1.929765, -0.159186], [3.216101, 1.788334, 0.761554], [2.110336, 2.110648, -1.904119], [-0.093842, 3.524113, -0.209335], [1.525394, 4.241977, 0.119621], [0.618041, 3.375242, 1.414447], [0.847305, 3.413474, 0.343222], [1.196890, 2.187892, -2.507203], [2.701659, 3.027458, -1.979442], [3.775297, 2.700282, 0.544062], [3.770124, 0.902194, 0.445500], [2.693895, 1.249960, -2.252349], [2.992385, 1.708188, 1.827171], [1.457160, -0.922737, 1.359252], [2.138139, -1.511484, 2.080582], [-1.398924, 1.206358, -1.509051], [-1.614527, -3.482229, -1.103203], [-2.893870, -3.067774, -0.430397], [-2.572811, -1.654044, -0.092693], [-1.189749, -1.737841, 0.418492], [-0.577284, -2.991442, -0.139886], [-1.519337, -4.564308, -1.294755], [-1.515104, -2.954897, -2.065317], [-3.051077, -3.647117, 0.486499], [-3.790171, -3.128552, -1.064827], [-2.509943, -1.027053, -0.987782], [-3.193961, -1.168129, 0.696932], [-0.457276, -3.655722, 0.737836], [0.396206, -2.747405, -0.592875]], "atomic_forces_ev_per_a": [[0.5, -0.6, 0.5], [-0.3, 0.5, -0.8], [-1.7, 3.8, -2.2], [-1.3, -0.9, -0.3], [0.7, 0.4, 0.2], [0.3, 0.1, -0.2], [0.3, 0.0, 0.0], [-0.3, 0.2, 0.2], [0.1, 0.1, -0.1], [0.1, 0.3, 0.1], [0.2, 0.1, 0.2], [0.0, -0.1, -0.4], [0.5, -0.2, 0.4], [0.1, 0.2, 0.0], [0.0, 0.3, 0.0], [0.1, 0.2, 0.0], [5.1, -4.0, 5.1], [-2.5, 2.5, -2.9], [0.0, 0.3, -0.3], [0.3, -0.7, -1.1], [-0.9, -0.3, 0.1], [-1.2, 0.9, 0.6], [-0.5, -2.5, 0.4], [-0.1, -0.5, 1.0], [0.0, 0.5, 0.1], [0.0, -0.3, 0.2], [-0.2, 0.0, -0.2], [0.4, -0.1, 0.2], [-0.4, -0.1, 0.1], [0.5, -0.4, -0.6], [0.2, 0.3, -0.6], [0.0, 0.0, 0.1]], "lowdin_spin": [0.000, 0.000, 1.999, 0.001, 0.001, 0.000, 0.000, 0.000, 0.000, 0.000, 0.000, 0.000, 0.000, 0.000, 0.000, 0.000, -0.001, 0.001, -0.006, 0.000, 0.000, 0.000, 0.002, 0.000, 0.000, 0.000, 0.000, 0.000, 0.000, 0.000, 0.000, 0.000], "homo_energy_ev": [-14.7, -14.7], "homo_lumo_gap_ev": [5.773, 5.822], "multiplicity": 3, "charge": 2}


6.
{"formula": "C8H17ClINO4PW", "method": "ωB97M-V/def2-TZVPD", "species": ["C", "C", "H", "H", "H", "O", "I", "W", "P", "C", "C", "H", "H", "H", "C", "H", "H", "H", "H", "H", "H", "C", "O", "Cl", "N", "C", "C", "O", "O", "H", "H", "H", "H", "H"], "coordinates": [[0.561532, 0.298386, -2.133632], [0.658875, 1.609072, -1.332221], [-0.232065, 0.650799, -2.794475], [0.135975, -0.538610, -1.553405], [1.475316, -0.013632, -2.630255], [-0.225368, 2.013631, -0.576463], [2.018911, 2.023796, 0.527608], [-0.017265, -2.516960, 1.012927], [-2.200450, -2.071749, 1.415309], [-3.104291, -1.067084, 2.716794], [-3.442124, -2.932056, 0.348824], [0.062809, -3.543288, 2.472510], [-1.618093, -4.394504, 2.352743], [-1.188251, -2.986674, 3.551297], [-1.184547, -3.394735, 2.534101], [-2.857980, -3.581266, -0.345270], [-4.085427, -3.476007, 1.077544], [-3.993974, -1.601129, 3.094852], [-3.381539, -0.163378, 2.143632], [-3.926263, -2.093413, -0.219266], [-2.420273, -0.896679, 3.553839], [0.117546, -0.065340, 1.492499], [-0.612836, 0.654370, 2.040060], [1.180264, -4.162046, 0.230449], [2.531056, 4.280513, -1.762604], [3.520406, 3.117443, -1.711998], [2.728806, 1.956831, -2.208615], [3.084395, 0.819467, -2.394289], [1.346219, 2.303699, -2.401749], [1.669428, 3.943517, -2.266581], [2.912075, 5.046934, -2.296221], [2.229621, 4.575129, -0.816310], [4.331866, 3.245081, -2.430578], [3.925643, 2.959883, -0.691054]], "atomic_forces_ev_per_a": [[-1.3, -1.1, 2.0], [-1.2, -2.8, -3.0], [0.1, -0.4, -0.5], [0.0, 0.1, 0.1], [-0.7, 0.1, 0.0], [0.2, 0.9, -0.6], [0.1, -0.6, 2.9], [2.5, 2.3, -1.8], [-2.7, -0.2, 0.1], [0.5, -0.9, -0.7], [0.9, 0.6, 0.5], [-1.0, -0.3, 1.2], [0.2, 0.3, 0.5], [-0.5, -0.5, 0.0], [0.8, -0.5, 0.2], [-0.8, 0.3, 0.5], [0.0, 0.3, -1.0], [0.3, 0.2, -0.4], [0.0, -0.1, 0.6], [-0.1, -0.9, 0.5], [-0.2, 0.4, -0.2], [-3.7, 1.4, 2.5], [3.3, -2.4, -2.0], [-0.1, -0.4, -0.2], [0.5, 0.1, 0.3], [0.1, 1.0, -0.8], [-0.2, -3.2, -0.9], [0.8, 3.0, 0.3], [0.7, 1.4, 1.2], [0.6, 0.2, 0.5], [0.3, 0.8, 0.1], [0.3, 0.1, -0.5], [0.1, 0.5, 0.1], [0.0, 0.3, -1.2]], "lowdin_spin": [0.008, 0.004, -0.002, 0.001, 0.000, 0.354, 0.588, 0.846, 0.013, 0.005, 0.005, 0.002, 0.011, 0.018, 0.068, 0.000, 0.001, 0.000, 0.001, 0.000, 0.000, 0.010, 0.008, 0.023, 0.001, 0.012, 0.002, 0.000, 0.005, 0.000, 0.000, 0.000, 0.000, 0.018], "homo_energy_ev": [-19.0, -18.7], "homo_lumo_gap_ev": [6.481, 6.428], "multiplicity": 3, "charge": 3}